1 | Density functional theory data (ωB97M-V with the def2-TZVPD basis set) for one molecule with the formula C3H10N2S.

```
16
C3H10N2S ωB97M-V with the def2-TZVPD basis set
N -0.171 1.304 -1.321
C 0.307 1.438 0.070
C 0.517 -0.079 0.643
N 1.433 -0.803 -0.213
C -0.869 -0.670 0.635
S -0.839 -2.377 1.234
H 0.139 2.068 -1.929
H -1.185 1.648 -1.394
H 1.290 1.879 0.043
H -0.306 2.075 0.715
H 0.841 -0.100 1.714
H 1.682 -1.741 0.116
H 1.164 -0.825 -1.199
H -1.275 -0.577 -0.384
H -1.626 -0.165 1.188
H -1.101 -3.075 0.082
```

Results
2S+1: 1
orbital gap: 9.788 eV
SMILES: NC[C@H](N)CS

---

2 | Density functional theory data (ωB97M-V with the def2-TZVPD basis set) for a 2-piece molecular cluster, C3H10N2S overall.

```
16
C3H10N2S ωB97M-V with the def2-TZVPD basis set
H -2.530 0.121 1.468
N -2.057 0.764 0.849
C -2.469 0.714 -0.351
N -2.077 1.584 -1.357
H -2.996 -0.222 -0.587
H -2.575 2.433 -1.571
H -1.073 1.731 -1.369
C 1.909 -0.454 1.207
C 2.174 -0.806 -0.271
S 0.991 -1.990 -1.027
H 1.580 -1.346 1.740
H 1.053 0.224 1.245
H 2.826 -0.039 1.608
H 3.108 -1.367 -0.260
H 2.204 0.075 -0.903
H -0.069 -1.423 -0.421
```

Results
2S+1: 1
orbital gap: 9.937 eV
SMILES: [H]/N=C/N.CCS

---

Energy ordering: 1 at the bottom, the next structure 0.0154 hartree above.

---

1 | Density functional theory data (ωB97M-V with the def2-TZVPD basis set) for a 2-piece molecular cluster, C3H10N2S overall.

```
16
C3H10N2S ωB97M-V with the def2-TZVPD basis set
C 0.638 2.409 -0.417
C -0.931 -1.775 -0.916
C 0.984 1.017 0.316
N 0.041 0.531 1.185
N -1.203 -1.847 0.493
S -0.348 -2.939 1.223
H -0.178 2.154 -0.994
H 0.434 3.223 0.252
H 1.501 2.441 -1.044
H -1.506 -0.846 -1.345
H 0.104 -1.488 -1.011
H -1.099 -2.683 -1.567
H 1.019 0.269 -0.497
H 1.940 1.094 0.676
H -0.810 1.021 1.115
H -0.588 -2.580 2.531
```

Results
2S+1: 1
orbital gap (spin up / spin down): 9.177 / 7.875 eV

---

2 | Density functional theory data (ωB97M-V with the def2-TZVPD basis set) for a 2-piece molecular cluster, C3H10N2S overall.

```
16
C3H10N2S ωB97M-V with the def2-TZVPD basis set
H 1.147 1.392 -1.232
N 2.082 1.228 -0.821
C 2.210 0.016 -0.247
N 3.190 -0.931 -0.628
H 1.237 -0.055 0.369
H 3.730 -0.462 -1.272
H 2.807 -1.872 -0.951
C -1.688 -0.110 1.477
C -2.308 0.517 0.202
S -1.600 0.080 -1.389
H -1.366 -1.212 1.215
H -0.773 0.307 1.765
H -2.385 0.069 2.325
H -3.440 0.312 0.089
H -2.151 1.591 0.206
H -0.692 -0.871 -1.108
```

Results
2S+1: 1
orbital gap: 8.994 eV
SMILES: [H]/N=C/N.CCS

---

Energy ordering: 2 at the bottom, the next structure 0.0710 hartree above.

---

1 | Density functional theory data (ωB97M-V with the def2-TZVPD basis set) for one molecule with the formula CH5ClNO2P.

```
11
CH5ClNO2P ωB97M-V with the def2-TZVPD basis set
C 1.099 -1.281 0.330
N -0.613 1.699 -0.875
O -0.971 0.713 1.487
O 0.128 -0.655 -0.548
P -1.022 0.421 0.072
Cl -2.716 -0.375 -0.586
H 1.982 -1.605 -0.315
H 0.787 -2.193 0.927
H 1.494 -0.534 1.144
H -0.436 2.445 -0.217
H 0.269 1.367 -1.419
```

Results
2S+1: 3
orbital gap (spin up / spin down): 4.742 / 6.267 eV

---

2 | Density functional theory data (ωB97M-V with the def2-TZVPD basis set) for a 2-piece molecular cluster, CH5ClNO2P overall.

```
11
CH5ClNO2P ωB97M-V with the def2-TZVPD basis set
C -0.936 1.106 -0.301
N 1.687 -1.102 0.960
O 0.427 -2.422 -1.016
O -0.318 2.137 0.337
P 0.430 -1.578 0.162
Cl -1.243 -1.601 1.156
H -0.081 0.184 -0.282
H -1.105 1.242 -1.328
H -1.811 0.815 0.195
H 0.436 2.411 -0.208
H 2.514 -1.192 0.325
```

Results
2S+1: 3
orbital gap (spin up / spin down): 6.878 / 6.231 eV

---

Energy ordering: 2 at the bottom, the next structure 0.0119 hartree above.

---

1 | Density functional theory data (ωB97M-V with the def2-TZVPD basis set) for an isolated ion of composition C12H17N2O and charge +1.

```
32
C12H17N2O ωB97M-V with the def2-TZVPD basis set
C -0.777 -1.365 2.387
C -1.263 -0.479 1.218
C -1.608 0.845 1.905
C -0.152 -0.431 0.123
C 1.210 0.049 0.873
N 2.094 -0.791 1.333
N 1.400 1.338 0.901
O 2.538 1.922 1.471
C -0.021 -1.847 -0.629
C -0.206 -0.939 -1.890
C -0.055 -0.922 -3.230
C -0.187 0.321 -3.823
C -0.312 1.490 -3.183
C -0.416 1.486 -1.787
C -0.317 0.246 -1.186
H -1.493 -1.475 3.046
H -0.041 -0.642 2.774
H -0.296 -2.226 2.051
H -2.098 -0.947 0.779
H -0.948 1.342 2.588
H -2.552 0.650 2.464
H -2.014 1.634 1.166
H 2.137 -1.708 1.355
H 2.904 -0.356 1.719
H 0.712 1.917 0.321
H 2.302 2.557 2.078
H -0.817 -2.685 -0.529
H 1.014 -2.318 -0.520
H 0.151 -1.844 -3.857
H -0.070 0.316 -4.895
H -0.288 2.417 -3.795
H -0.531 2.443 -1.228
```

Results
2S+1: 1
orbital gap: 9.870 eV
total charge: +1
SMILES: CC(C)[C@@]1(C(=[NH2+])NO)Cc2ccccc21

---

2 | Density functional theory data (ωB97M-V with the def2-TZVPD basis set) for an isolated ion of composition C12H17N2O and charge +1.

```
32
C12H17N2O ωB97M-V with the def2-TZVPD basis set
C 0.902 -1.904 0.547
C 1.772 -1.043 -0.357
N 2.996 -1.307 -0.673
O 3.468 -2.342 0.097
N 1.084 0.091 -1.054
C -0.301 0.765 -0.865
C -1.444 0.107 -0.427
C -1.753 -1.093 -1.167
C -2.920 -1.847 -0.925
C -3.824 -1.401 0.062
C -3.449 -0.338 0.844
C -2.267 0.427 0.628
C 0.807 1.366 -0.155
C 0.963 1.256 1.331
C 1.566 2.453 -0.817
H 1.354 -2.848 0.965
H -0.173 -1.985 0.189
H 0.860 -1.200 1.466
H 4.152 -2.758 -0.427
H 1.725 0.333 -1.823
H -0.682 1.290 -1.789
H -1.042 -1.424 -1.961
H -3.183 -2.737 -1.537
H -4.549 -2.131 0.249
H -4.188 0.038 1.496
H -2.281 1.340 1.170
H 0.164 0.661 1.876
H 0.672 2.325 1.690
H 1.937 0.904 1.590
H 1.006 3.357 -0.789
H 1.887 2.261 -1.790
H 2.470 2.762 -0.258
```

Results
2S+1: 1
orbital gap: 9.852 eV
total charge: +1
SMILES: C/C(=N\O)[N@H+]1[C@@H](c2ccccc2)C1(C)C

---

Energy ordering: 1 at the bottom, the next structure 0.0273 hartree above.

---

1 | Density functional theory data (ωB97M-V with the def2-TZVPD basis set) for a 2-piece molecular cluster, C3H8O2S overall.

```
14
C3H8O2S ωB97M-V with the def2-TZVPD basis set
C -0.067 -0.268 0.022
O 0.283 0.906 -0.871
C 1.111 -0.286 1.230
C 0.923 -1.224 2.386
S -0.639 -0.993 3.239
H -0.018 -1.227 -0.563
H -0.917 -0.112 0.698
H 1.981 -0.533 0.556
H 1.135 0.753 1.563
H 1.192 -2.245 2.101
H 1.822 -0.995 3.014
H -0.101 0.798 -1.786
H -3.680 2.354 -5.770
O -3.026 3.071 -5.820
```

Results
2S+1: 1
orbital gap: 5.977 eV
total charge: -2

---

2 | Density functional theory data (ωB97M-V with the def2-TZVPD basis set) for C3H8O2S as an isolated structure.

```
14
C3H8O2S ωB97M-V with the def2-TZVPD basis set
C 0.180 -0.424 -0.207
O -0.190 -1.327 -1.167
C -0.823 0.758 -0.043
C -0.378 1.843 0.917
S -1.502 3.354 1.113
H 0.275 -0.923 0.799
H 1.187 0.054 -0.291
H -1.763 0.342 0.324
H -0.954 1.134 -1.063
H 0.612 2.231 0.676
H -0.339 1.477 1.942
H 0.733 -2.141 -1.235
H 1.289 -3.512 -0.576
O 1.671 -2.868 -1.189
```

Results
2S+1: 1
orbital gap: 5.699 eV
total charge: -2

---

Energy ordering: 2 at the bottom, the next structure 0.0368 hartree above.

---

1 | Density functional theory data (ωB97M-V with the def2-TZVPD basis set) for one molecule with the formula C3H2N2OS2.

```
10
C3H2N2OS2 ωB97M-V with the def2-TZVPD basis set
O 3.414 -0.476 -0.027
C 2.461 0.445 0.004
C 1.134 0.116 0.020
N 0.728 -1.196 0.001
N -0.504 -1.342 0.007
C -1.279 -0.157 0.025
S -2.907 -0.124 -0.012
S -0.209 1.228 0.001
H 4.281 -0.018 0.090
H 2.794 1.504 -0.055
```

Results
2S+1: 1
orbital gap: 6.957 eV
SMILES: O/C=C1\N=NC(=S)S1

---

2 | Density functional theory data (ωB97M-V with the def2-TZVPD basis set) for one molecule with the formula C3H2N2OS2.

```
10
C3H2N2OS2 ωB97M-V with the def2-TZVPD basis set
N -0.774 1.433 3.627
C -0.673 0.770 2.685
C -0.538 -0.052 1.505
S -1.054 -1.593 1.455
S 0.208 0.857 0.242
N 0.250 -0.294 -0.993
C 0.771 -0.033 -2.240
O 0.789 -0.850 -3.126
H -0.144 -1.201 -0.785
H 1.165 0.964 -2.371
```

Results
2S+1: 1
orbital gap: 7.889 eV
SMILES: N#CC(=S)SNC=O

---

Energy ordering: 2 at the bottom, the next structure 0.0319 hartree above.